(one)
{"formula": "C2H4O3S", "method": "ωB97M-V/def2-TZVPD", "orbital_gap_ev": 10.89, "lumo_ev": 0.6, "e_homo_ha": -0.3772, "spin_multiplicity": 1, "elements": ["O", "S", "O", "C", "C", "O", "H", "H", "H", "H"], "coordinates": [[-1.0484, 1.6637, -0.2331], [0.2389, 1.0059, -0.3281], [1.4241, 1.6478, -0.7593], [0.5476, -0.1663, 0.9355], [-0.0121, -0.7045, -0.4457], [-1.3552, -0.9568, -0.6547], [-0.2145, -0.3502, 1.6214], [1.5205, -0.5538, 1.0623], [0.6972, -1.3087, -0.9090], [-1.7980, -0.2773, -0.2893]], "nbo_charge": [-0.92, 2.13, -0.89, -0.72, -0.14, -0.65, 0.24, 0.25, 0.22, 0.48]}

(two)
{"formula": "C2H4O3S", "method": "ωB97M-V/def2-TZVPD", "orbital_gap_ev": 10.29, "lumo_ev": 0.4, "e_homo_ha": -0.3640, "spin_multiplicity": 1, "elements": ["O", "C", "O", "C", "O", "H", "H", "S", "H", "H"], "coordinates": [[-1.3331, 0.9317, -1.2993], [-0.1835, 1.2480, -1.1879], [0.7912, 2.1021, -1.4923], [1.1395, 0.7585, -0.7621], [1.6993, -0.1972, -1.5026], [1.4095, 1.0626, 0.2675], [1.0468, -0.8281, -1.8647], [-0.8087, -0.3537, 1.8133], [-1.5643, 0.7910, 2.1362], [-1.1512, -0.3320, 0.5678]], "nbo_charge": [-0.55, 0.74, -0.46, 0.23, -0.66, 0.21, 0.50, -0.31, 0.16, 0.15]}

According to the calculations, the structures order from most to least stable as (two), (one).